[1]
{
  "formula": "C22H19F2N2",
  "method": "wB97M-V/def2-TZVPD",
  "max_force_ha_per_bohr": 0.0459,
  "gap_ev": 8.71,
  "multiplicity": 1,
  "homo_ev": -12.08,
  "smiles": "Fc1cccc(C(c2cccc(F)c2)N2CC[NH+]=C2c2ccccc2)c1",
  "e_lumo_ev": -3.37,
  "charge": 1,
  "elements": ["F", "C", "C", "C", "C", "C", "C", "C", "C", "C", "C", "C", "F", "C", "C", "H", "H", "H", "H", "H", "H", "H", "H", "H", "C", "C", "C", "C", "C", "N", "C", "C", "N", "C", "C", "H", "H", "H", "H", "H", "H", "H", "H", "H", "H"],
  "coordinates": [[-0.317, -1.771, 3.682], [-1.198, -0.814, 3.229], [-1.416, 0.320, 3.999], [-2.202, 1.337, 3.435], [-2.728, 1.192, 2.158], [-2.650, -0.032, 1.477], [-3.536, -0.214, 0.241], [-3.029, -1.188, -0.819], [-3.018, -0.806, -2.170], [-2.588, -1.708, -3.148], [-2.115, -2.978, -2.789], [-2.161, -3.329, -1.448], [-1.810, -4.602, -1.068], [-2.634, -2.465, -0.461], [-1.769, -1.000, 1.966], [-0.939, 0.438, 4.974], [-2.412, 2.256, 3.982], [-3.226, 2.036, 1.669], [-3.561, 0.779, -0.240], [-3.363, 0.205, -2.435], [-2.628, -1.408, -4.199], [-1.707, -3.674, -3.526], [-2.716, -2.832, 0.561], [-1.456, -1.869, 1.399], [-5.859, -4.459, -2.824], [-6.411, -3.240, -3.237], [-6.360, -2.128, -2.400], [-5.779, -2.251, -1.125], [-5.847, -1.108, -0.200], [-4.906, -0.513, 0.609], [-5.589, 0.345, 1.583], [-7.022, 0.384, 1.128], [-7.041, -0.584, 0.059], [-5.328, -3.506, -0.671], [-5.300, -4.580, -1.549], [-5.892, -5.327, -3.491], [-6.890, -3.157, -4.217], [-6.745, -1.161, -2.732], [-5.516, -0.114, 2.579], [-5.150, 1.340, 1.654], [-7.686, 0.102, 1.942], [-7.332, 1.361, 0.754], [-7.879, -0.883, -0.422], [-5.000, -3.622, 0.360], [-4.844, -5.517, -1.242]],
  "forces_ev_per_angstrom": [[-0.99, 0.95, -0.43], [0.78, -0.25, -0.15], [-0.20, 0.12, -0.13], [0.31, -0.13, -0.01], [-0.40, -0.23, 0.00], [0.39, 0.07, 0.07], [1.57, 0.24, -0.95], [0.07, 0.41, -0.12], [-0.02, -0.06, 0.34], [0.02, 0.12, 0.11], [-0.01, 0.17, 0.09], [-0.11, -0.41, 0.27], [-0.23, 1.13, -0.37], [0.33, -0.74, -0.33], [0.10, 0.04, 0.78], [-0.23, -0.14, -0.33], [0.34, -0.21, -0.09], [0.04, -0.30, 0.36], [-0.05, -0.16, 0.05], [0.21, -0.54, -0.01], [0.16, -0.17, 0.39], [-0.27, 0.20, 0.24], [-0.05, 0.00, -0.48], [-0.15, 0.23, 0.35], [-0.09, 0.19, -0.03], [-0.06, -0.13, -0.04], [0.26, -0.15, 0.25], [-0.17, -0.45, -0.40], [0.17, 0.93, 1.37], [-1.73, -1.29, -0.96], [0.39, 0.06, 0.89], [-0.79, 0.72, 0.04], [0.16, -0.65, -0.44], [0.04, 0.59, -0.18], [-0.27, -0.06, -0.18], [0.08, 0.40, 0.26], [0.26, -0.03, 0.36], [0.12, -0.29, 0.04], [0.17, 0.15, -0.25], [-0.01, -0.24, -0.21], [-0.15, -0.08, -0.15], [-0.02, 0.01, 0.03], [0.17, -0.19, 0.20], [0.08, 0.04, -0.28], [-0.24, 0.12, 0.03]]
}

[2]
{
  "formula": "C22H19F3IN2S",
  "method": "wB97M-V/def2-TZVPD",
  "max_force_ha_per_bohr": 0.0450,
  "gap_ev": 5.99,
  "multiplicity": 1,
  "homo_ev": -11.38,
  "e_lumo_ev": -5.39,
  "charge": 1,
  "elements": ["S", "N", "C", "C", "I", "C", "C", "N", "H", "H", "H", "H", "F", "C", "C", "C", "C", "C", "C", "H", "H", "H", "H", "H", "F", "C", "C", "C", "C", "C", "C", "H", "H", "H", "H", "H", "F", "C", "C", "C", "C", "C", "C", "H", "H", "H", "H", "H"],
  "coordinates": [[5.109, -1.536, 0.377], [3.579, -0.751, 0.711], [2.644, -1.374, 1.406], [1.411, -0.848, 1.764], [-0.018, -1.883, 2.865], [1.195, 0.450, 1.348], [2.242, 1.013, 0.607], [3.392, 0.489, 0.291], [5.816, -1.125, 1.458], [2.872, -2.388, 1.720], [0.279, 0.976, 1.579], [2.095, 2.034, 0.264], [-6.014, -3.588, 0.194], [-5.403, -3.221, 1.331], [-4.031, -3.066, 1.337], [-3.405, -2.681, 2.513], [-4.148, -2.466, 3.665], [-5.527, -2.631, 3.641], [-6.162, -3.006, 2.466], [-3.466, -3.245, 0.431], [-2.327, -2.548, 2.525], [-3.655, -2.169, 4.582], [-6.108, -2.468, 4.538], [-7.235, -3.132, 2.425], [-2.087, -0.382, 0.165], [-2.817, 0.748, -0.001], [-2.167, 1.945, -0.222], [-2.919, 3.099, -0.395], [-4.304, 3.039, -0.334], [-4.939, 1.826, -0.107], [-4.193, 0.668, 0.057], [-1.085, 1.973, -0.261], [-2.424, 4.043, -0.577], [-4.888, 3.940, -0.466], [-6.018, 1.780, -0.056], [-4.669, -0.289, 0.228], [6.599, 3.948, -3.381], [6.186, 2.673, -3.440], [6.341, 1.967, -4.617], [5.917, 0.648, -4.673], [5.335, 0.056, -3.560], [5.182, 0.783, -2.386], [5.614, 2.100, -2.322], [6.790, 2.449, -5.476], [6.039, 0.082, -5.586], [5.001, -0.973, -3.609], [4.727, 0.328, -1.522], [5.512, 2.681, -1.414]],
  "forces_ev_per_angstrom": [[0.16, -0.27, -0.25], [-0.32, 0.57, 0.71], [0.07, -2.20, 0.72], [-0.47, 0.80, 0.04], [0.93, 0.22, -0.23], [0.43, -0.97, 0.07], [-0.89, 1.80, -0.24], [0.41, -0.26, 0.03], [-0.51, 0.20, -0.07], [0.23, 0.09, -0.14], [0.08, 0.17, -0.14], [0.27, -0.11, -0.12], [-0.01, 0.00, -0.03], [0.10, 0.07, 0.25], [0.20, -0.03, -0.23], [-0.20, -0.05, 0.15], [0.11, 0.04, 0.07], [0.11, 0.01, -0.09], [-0.21, -0.01, 0.01], [-0.04, 0.00, -0.01], [-0.64, -0.16, -0.13], [-0.03, -0.01, 0.00], [-0.02, 0.00, -0.02], [0.01, -0.03, -0.03], [0.20, -0.03, 0.04], [-0.27, 0.30, -0.05], [0.23, -0.07, 0.05], [-0.10, -0.05, 0.04], [-0.04, 0.06, -0.01], [0.15, 0.09, -0.02], [-0.13, -0.27, 0.06], [-0.01, -0.01, -0.09], [0.02, -0.01, 0.01], [0.00, -0.01, 0.00], [0.01, -0.03, -0.01], [0.04, 0.00, 0.02], [0.00, 0.03, 0.01], [-0.07, -0.24, -0.03], [0.09, 0.07, -0.18], [-0.05, 0.02, 0.14], [-0.02, -0.07, 0.02], [0.12, -0.01, -0.40], [-0.08, 0.10, 0.26], [0.01, 0.02, 0.03], [0.00, 0.03, -0.01], [0.01, 0.01, -0.02], [0.09, 0.12, -0.14], [0.02, 0.03, -0.03]]
}

[3]
{
  "formula": "C22H19I2N5O2PtS2",
  "method": "wB97M-V/def2-TZVPD",
  "max_force_ha_per_bohr": 0.0071,
  "gap_ev": 5.80,
  "multiplicity": 1,
  "homo_ev": -12.44,
  "e_lumo_ev": -6.63,
  "charge": 2,
  "elements": ["Pt", "I", "C", "C", "C", "I", "C", "O", "C", "C", "N", "C", "C", "C", "C", "C", "C", "N", "C", "H", "H", "H", "H", "H", "H", "H", "H", "H", "H", "H", "O", "N", "C", "C", "C", "C", "C", "S", "H", "H", "H", "H", "S", "C", "N", "C", "C", "C", "N", "H", "H", "H", "H"],
  "coordinates": [[0.195, -0.391, -0.195], [-2.913, -6.672, 2.687], [-2.457, -4.861, 1.771], [-3.468, -4.022, 1.336], [-3.149, -2.822, 0.725], [-4.779, -1.606, 0.225], [-1.828, -2.401, 0.509], [-1.613, -1.247, -0.150], [-0.820, -3.261, 0.991], [0.643, -2.912, 0.926], [0.965, -2.262, -0.378], [2.399, -2.200, -0.741], [3.008, -0.879, -0.360], [4.376, -0.723, -0.241], [4.897, 0.530, 0.033], [4.026, 1.598, 0.185], [2.672, 1.371, 0.070], [2.163, 0.159, -0.195], [-1.145, -4.470, 1.598], [-4.504, -4.298, 1.478], [1.255, -3.808, 1.041], [0.907, -2.210, 1.722], [0.451, -2.757, -1.103], [2.473, -2.314, -1.825], [2.947, -3.024, -0.283], [5.024, -1.581, -0.365], [5.965, 0.670, 0.129], [4.384, 2.595, 0.396], [1.963, 2.179, 0.188], [-0.347, -5.113, 1.948], [-0.579, -0.117, 2.463], [-0.849, 1.092, 2.746], [-1.086, 1.435, 4.041], [-1.367, 2.729, 4.409], [-1.408, 3.740, 3.457], [-1.168, 3.399, 2.144], [-0.909, 2.078, 1.796], [-0.648, 1.714, 0.083], [-1.024, 0.600, 4.721], [-1.547, 2.937, 5.454], [-1.615, 4.763, 3.734], [-1.179, 4.144, 1.359], [-2.705, 1.522, -0.407], [-2.463, 1.003, -2.047], [-3.367, 0.137, -2.549], [-3.338, -0.244, -3.838], [-2.347, 0.242, -4.647], [-1.401, 1.074, -4.049], [-1.464, 1.453, -2.777], [-4.019, -0.314, -1.896], [-4.102, -0.942, -4.152], [-2.288, -0.032, -5.689], [-0.565, 1.460, -4.620]],
  "forces_ev_per_angstrom": [[0.11, -0.14, 0.32], [0.01, 0.03, -0.02], [0.01, -0.08, 0.06], [-0.06, 0.05, -0.02], [-0.02, 0.00, 0.02], [0.07, 0.05, -0.11], [0.08, 0.17, -0.04], [-0.21, -0.04, -0.14], [0.03, -0.01, -0.03], [0.00, 0.04, 0.05], [-0.01, -0.01, -0.06], [0.00, 0.02, 0.02], [0.05, 0.01, 0.03], [0.00, 0.00, 0.00], [-0.01, 0.00, 0.00], [-0.02, 0.00, 0.01], [-0.01, 0.01, 0.01], [-0.01, 0.00, -0.12], [0.04, 0.02, 0.00], [0.00, 0.00, -0.01], [-0.06, -0.06, -0.04], [0.09, -0.02, 0.00], [0.07, -0.09, 0.00], [0.01, 0.00, 0.00], [-0.01, -0.01, 0.00], [0.00, 0.00, 0.00], [0.00, 0.00, 0.00], [0.01, 0.00, 0.00], [0.01, 0.01, 0.00], [0.01, 0.01, -0.01], [0.00, -0.01, -0.04], [-0.05, -0.02, -0.01], [0.02, -0.01, -0.02], [0.00, 0.02, -0.01], [0.01, 0.00, 0.05], [0.02, -0.04, -0.07], [0.06, 0.07, 0.00], [-0.25, 0.04, -0.03], [0.00, 0.00, 0.00], [0.00, 0.00, 0.00], [0.00, 0.00, 0.00], [-0.01, 0.00, 0.00], [0.03, 0.13, 0.27], [0.04, -0.11, -0.28], [0.05, 0.03, 0.02], [0.01, -0.02, 0.03], [0.01, 0.02, 0.02], [0.02, -0.03, -0.10], [-0.04, 0.03, 0.12], [-0.06, -0.08, 0.13], [-0.01, 0.02, -0.01], [-0.01, 0.00, -0.01], [0.01, -0.01, 0.01]]
}

[4]
{
  "formula": "C22H19N3O4",
  "method": "wB97M-V/def2-TZVPD",
  "max_force_ha_per_bohr": 0.0946,
  "gap_ev": 7.02,
  "multiplicity": 1,
  "homo_ev": -7.13,
  "smiles": "C=c1[nH]n(-c2ccccc2)c(=O)/c1=C1\\C=C(C)N(c2ccc(OC)cc2)C(=O)O1",
  "e_lumo_ev": -0.10,
  "elements": ["O", "O", "O", "O", "C", "C", "C", "C", "C", "C", "C", "C", "C", "C", "C", "C", "C", "C", "C", "C", "C", "C", "C", "C", "N", "N", "N", "C", "C", "H", "H", "H", "H", "H", "H", "H", "H", "H", "H", "H", "H", "H", "H", "H", "H", "H", "H", "H"],
  "coordinates": [[2.791, -1.075, -1.508], [-2.946, 1.723, -0.958], [0.948, 0.126, -2.211], [2.507, -5.681, 2.815], [1.571, -0.859, -1.516], [-1.971, 2.385, -1.285], [1.465, 2.983, -2.728], [-1.165, -0.674, -1.510], [0.164, 2.927, -2.239], [-0.526, -1.862, -1.061], [-0.302, 0.465, -1.889], [-0.674, 1.796, -1.852], [-3.064, 6.007, 2.170], [-3.655, 4.843, 1.792], [-1.876, 6.468, 1.531], [2.047, -5.118, 0.475], [1.907, -3.492, 2.243], [1.763, -4.123, -0.494], [1.551, -2.439, 1.322], [-3.360, 4.207, 0.601], [-1.467, 5.738, 0.420], [2.073, -4.761, 1.833], [1.458, -2.796, -0.025], [-2.209, 4.661, -0.105], [0.844, -1.893, -0.888], [-0.593, 4.041, -1.980], [-1.745, 3.782, -1.171], [3.591, -6.627, 2.486], [-1.376, -3.024, -0.703], [2.119, 2.164, -3.037], [1.836, 3.957, -2.888], [-2.180, -0.581, -1.752], [-3.454, 6.450, 3.021], [-4.417, 4.443, 2.385], [-1.247, 7.324, 1.825], [2.291, -6.098, 0.163], [1.942, -3.343, 3.332], [1.588, -4.324, -1.587], [1.382, -1.388, 1.671], [-3.953, 3.406, 0.218], [-0.513, 6.038, 0.036], [-0.304, 5.009, -2.054], [3.424, -7.681, 2.662], [3.914, -6.534, 1.395], [4.645, -6.464, 3.070], [-2.462, -2.840, -0.890], [-1.062, -3.413, 0.322], [-1.300, -3.852, -1.459]],
  "forces_ev_per_angstrom": [[-2.38, 2.18, -0.64], [0.66, 1.13, 0.03], [2.21, -0.49, 0.30], [0.67, -0.91, -0.55], [3.71, -3.13, 0.33], [0.51, -1.20, -0.01], [-2.16, -0.73, 0.60], [3.74, -1.46, 0.31], [2.71, -0.63, -0.45], [-2.92, 2.96, -0.94], [-3.40, 0.62, 1.56], [0.04, -0.40, -0.33], [2.59, 0.59, -0.61], [-0.11, -0.15, -1.59], [-1.43, -0.82, -0.21], [-0.40, 2.08, -1.00], [-1.24, 2.93, 0.48], [-0.92, 0.52, 1.06], [0.54, -1.39, 0.75], [1.53, 0.98, -0.61], [0.08, -0.14, -0.26], [2.22, -2.52, -0.57], [0.66, -1.97, 1.00], [-0.12, -1.66, 0.40], [-1.86, 2.83, -1.97], [-0.71, 1.54, 0.69], [-0.10, -0.45, -0.29], [2.70, 1.49, -0.82], [-0.27, -1.66, -0.23], [-0.77, 0.15, 0.33], [0.53, 1.02, -0.19], [-1.27, -0.20, 0.24], [-0.38, 1.11, 1.57], [-1.27, -0.41, 0.76], [-0.72, -0.50, 0.12], [0.01, -0.87, -0.22], [0.19, 0.29, -0.62], [0.50, 0.04, 1.33], [0.05, -1.21, -0.42], [-0.02, -0.47, -0.01], [0.34, -0.16, -0.64], [0.03, -0.54, 0.09], [-1.10, 0.00, 0.22], [-0.62, 0.00, 1.40], [-2.77, 0.39, -0.92], [0.84, 0.51, 1.07], [-0.95, 0.32, -1.30], [0.84, 0.39, 0.75]]
}